ORCA calculation (ωB97M-V/def2-TZVPD) on 2 unconnected molecules or ions with the total composition H3N3O4 at a distorted geometry.

Bonds (Å) are listed after each position.
CARTESIAN COORDINATES (ANGSTROEM)
1 N -1.49 1.17 -0.49  H8 1.004, H9 1.024
2 N 0.15 0.13 0.76  N3 1.535, O7 1.218
3 N 1.37 0.71 0.04  N2 1.535, O4 1.204, O5 1.174
4 O 1.55 1.84 0.42  N3 1.204
5 O 2.04 -0.01 -0.60  N3 1.174
6 O 0.26 -1.90 -0.36  O7 1.446, H10 0.960
7 O -0.09 -1.07 0.77  N2 1.218, O6 1.446
8 H -2.10 0.43 -0.78  N1 1.004
9 H -2.05 1.51 0.30  N1 1.024
10 H 0.37 -2.81 -0.06  O6 0.960

Values from the calculation:
E_tot: -466.598559 hartree
Energy above the lowest of the compared OMol25 structures with the same formula, charge and spin: 50.8 kcal/mol
Multiplicity: 3
HOMO level (alpha / beta): -0.328 / -0.393 Eh
<S²>: 2.01

ORCA calculation (ωB97M-V/def2-TZVPD) on 2 unconnected molecules or ions with the total composition H3N4O2 at a distorted geometry.

Bonds (Å) are listed after each position.
CARTESIAN COORDINATES (ANGSTROEM)
1 N 1.12 1.64 0.29  N4 1.259, O6 1.290
2 N -2.53 0.18 0.27  N3 1.171
3 N -1.78 -0.65 -0.08  N2 1.171, H7 1.185, H8 1.083
4 N 0.49 0.63 -0.14  N1 1.259, O5 1.476
5 O 1.16 -0.68 -0.25  N4 1.476, H9 0.941
6 O 2.39 1.57 0.47  N1 1.290
7 H -2.22 -1.75 -0.12  N3 1.185
8 H -0.73 -0.41 -0.17  N3 1.083
9 H 2.09 -0.54 -0.26  O5 0.941

Values from the calculation:
E_tot: -371.079070 hartree
Total charge: -1
Energy above the lowest of the compared OMol25 structures with the same formula, charge and spin: 29.8 kcal/mol
Multiplicity: 3
HOMO level (alpha / beta): -0.071 / -0.150 Eh
<S²>: 2.01

Question: multiplicity of number 2 (H3N4O2)?
Answer: 3

Copy entry 2 word for word.
ORCA calculation (ωB97M-V/def2-TZVPD) on 2 unconnected molecules or ions with the total composition H3N4O2 at a distorted geometry.

Bonds (Å) are listed after each position.
CARTESIAN COORDINATES (ANGSTROEM)
1 N 1.12 1.64 0.29  N4 1.259, O6 1.290
2 N -2.53 0.18 0.27  N3 1.171
3 N -1.78 -0.65 -0.08  N2 1.171, H7 1.185, H8 1.083
4 N 0.49 0.63 -0.14  N1 1.259, O5 1.476
5 O 1.16 -0.68 -0.25  N4 1.476, H9 0.941
6 O 2.39 1.57 0.47  N1 1.290
7 H -2.22 -1.75 -0.12  N3 1.185
8 H -0.73 -0.41 -0.17  N3 1.083
9 H 2.09 -0.54 -0.26  O5 0.941

Values from the calculation:
E_tot: -371.079070 hartree
Total charge: -1
Energy above the lowest of the compared OMol25 structures with the same formula, charge and spin: 29.8 kcal/mol
Multiplicity: 3
HOMO level (alpha / beta): -0.071 / -0.150 Eh
<S²>: 2.01

Question: Which value of multiplicity does entry 1 give?
Answer: 3